(1)
DFT (ωB97M-V with the def2-TZVPD basis set) results for a structure of composition C40H36Cl2MgN2P2S7Te.

- DFT total energy: -6514.13153 Eh
- M: 1054.0 g/mol
- Relative energy (zero: lowest compared OMol25 entry of this formula, charge and spin): 23.6 kcal/mol
- Lowest unoccupied orbital energy: 3.486 eV
- HOMO-LUMO gap: 4.6 eV
- Total charge: -2

CARTESIAN COORDINATES (ANGSTROEM)
C -0.394 4.740 -0.095
C 4.868 0.210 -0.446
C -2.712 -0.482 1.482
C -0.264 5.759 0.835
H 1.109 -3.024 4.489
C 0.939 0.564 5.138
H 1.623 -3.197 0.654
H 1.258 -2.532 2.255
Mg -0.333 2.187 -1.945
C 4.322 0.118 -1.718
C -1.630 4.477 2.282
C -0.676 -4.284 -2.894
C 0.694 -4.590 1.968
P 0.460 -0.803 -1.121
H 2.604 -5.055 -2.676
H -5.076 0.043 3.849
H 4.699 4.636 -7.167
S 3.795 2.804 -4.200
S -4.841 3.135 -4.203
C -0.420 -2.583 0.900
C 2.780 -0.485 0.514
H 0.106 4.783 -1.054
C 0.565 1.300 2.887
H -6.253 -1.655 2.495
H 1.858 2.291 4.274
H 1.796 -4.665 4.680
H 2.148 -0.639 1.380
H -2.933 -1.790 -0.196
C 3.007 -0.270 -1.870
C -0.326 0.252 2.677
C -3.464 2.644 -3.202
C 4.211 4.129 -6.346
H 2.538 -0.294 -2.851
H -1.534 -2.411 -2.282
C -0.637 -3.013 -2.351
C 2.409 3.358 -5.076
C 0.068 -0.494 4.931
C 0.490 -5.027 -3.007
C 1.727 -3.218 -2.022
H 0.157 -5.202 1.243
C 2.813 4.033 -6.192
H -0.112 -1.208 5.725
S -6.954 1.318 -5.275
C -0.578 -0.638 3.716
C -4.657 -1.839 1.075
H 2.671 -2.808 -1.689
S -2.428 3.868 -2.664
C -3.394 -1.414 0.706
C 1.181 1.464 4.116
C -3.385 1.308 -2.949
S -0.296 -4.714 3.493
H 5.884 0.567 -0.322
N -0.260 -1.237 0.382
H -0.782 -3.252 0.112
C 1.690 -4.484 -2.579
Cl -2.414 4.230 3.805
S -2.174 0.485 -2.058
H -5.175 -2.574 0.475
C 0.560 -2.475 -1.886
C -4.606 -0.370 2.967
H -0.814 6.389 2.827
H -1.613 -4.700 -3.237
H 2.107 4.469 -6.876
H 0.327 6.632 0.614
H 5.945 3.436 -5.183
H -1.284 -1.447 3.576
C -5.262 -1.327 2.210
C 0.879 -3.172 1.455
C -5.561 1.575 -4.424
P -1.066 0.160 0.974
C 4.885 3.520 -5.337
C -3.345 0.057 2.600
Cl 1.436 2.233 -0.327
C -1.729 3.516 1.283
H -2.837 0.805 3.195
H 4.507 0.043 1.658
H 0.466 -6.019 -3.442
H 4.905 0.390 -2.586
Te 0.406 3.126 -4.451
H 1.652 -5.066 2.187
H -1.180 -2.576 1.686
C -0.899 5.631 2.061
C 4.095 -0.086 0.665
H 0.782 1.968 2.067
H 0.416 -4.147 5.680
N -1.118 3.657 0.126
C 2.233 -0.584 -0.755
H -2.310 2.612 1.427
S -4.663 0.317 -3.645
C 0.889 -4.065 4.706
H 1.424 0.683 6.098


(2)
DFT (ωB97M-V with the def2-TZVPD basis set) results for a structure of composition C3H4CaO4.

- DFT total energy: -1095.00811 Eh
- M: 144.1 g/mol
- Expectation value of S²: 0.7528
- Relative energy (zero: lowest compared OMol25 entry of this formula, charge and spin): 8.9 kcal/mol
- Spin multiplicity: 2
- Lowest unoccupied orbital energy (spin up / spin down): -5.018 / -6.172 eV
- HOMO-LUMO gap (spin up / spin down): 9.0 / 8.6 eV
- Total charge: +1

CARTESIAN COORDINATES (ANGSTROEM)
H 1.283 -0.389 1.184
O 0.575 3.287 -0.471
O -0.740 1.453 -0.354
C 0.283 2.274 0.076
H 0.029 0.291 2.268
H -0.698 -3.978 -1.736
O 0.972 1.649 1.018
H -1.542 -0.334 0.336
O -0.007 -3.360 -1.973
C 0.463 0.337 1.257
Ca -0.020 -1.443 -1.810
C -0.600 0.214 0.205


(3)
DFT (ωB97M-V with the def2-TZVPD basis set) results for a structure of composition C25H39AsClMoN2O2Si3.

- DFT total energy: -4867.81272 Eh
- M: 690.2 g/mol
- Expectation value of S²: 2.0228
- Relative energy (zero: lowest compared OMol25 entry of this formula, charge and spin): 14.1 kcal/mol
- Spin multiplicity: 3
- Lowest unoccupied orbital energy (spin up / spin down): -9.863 / -9.670 eV
- HOMO-LUMO gap (spin up / spin down): 6.2 / 6.4 eV
- Total charge: +3

CARTESIAN COORDINATES (ANGSTROEM)
H -4.248 -0.440 1.917
N -0.368 -1.965 -0.501
H 1.877 -1.941 4.402
Cl 3.134 2.210 -6.474
H -2.974 2.094 0.095
H -2.830 -1.371 2.394
H 0.743 4.846 -3.195
C 0.506 2.745 -2.877
N 1.946 -0.682 -0.615
C -3.167 -0.528 1.788
H 3.175 0.157 2.542
H -1.264 -2.170 -0.942
C 4.267 -0.487 -1.188
H 2.533 -0.693 5.480
C 3.269 1.217 2.785
H -3.475 2.089 4.210
C 1.002 3.859 -3.555
C 1.673 -4.260 -2.702
H 5.174 0.097 -1.117
C 1.812 3.696 -4.661
C 1.575 1.296 -4.488
C 4.241 -1.679 -1.879
C 3.038 -2.412 -1.952
Si -2.313 1.089 2.271
C 1.160 2.951 4.268
O -0.669 3.984 -1.207
Si 0.153 -1.158 5.978
H 0.712 3.940 1.138
H -1.021 -2.591 4.358
H 5.130 -2.056 -2.369
C 1.914 -1.889 -1.277
H -0.371 -4.295 -1.998
H 2.426 4.158 1.447
H 1.903 2.965 0.265
Si 1.626 2.153 2.631
H -3.806 2.841 1.449
C 1.872 -1.560 5.424
H 3.731 -4.019 -3.210
H 2.302 -2.336 6.068
H -2.182 -1.783 5.432
C 2.118 2.417 -5.118
Mo 0.154 0.260 -0.260
H -1.743 2.074 4.503
C -2.567 1.495 4.091
C 0.777 1.466 -3.377
C 2.881 -3.618 -2.673
H 3.099 0.934 -0.066
H 1.764 0.313 -4.898
H 2.210 4.560 -5.175
O -0.413 1.788 -0.869
H -0.045 -0.111 8.178
C -0.252 2.959 -1.631
C -0.183 0.229 7.144
C 1.659 3.408 1.234
As 0.048 0.324 2.121
H 0.501 1.065 6.990
H 3.646 1.294 3.806
H 1.555 -5.170 -3.275
H -2.685 0.585 4.684
C 3.106 -0.016 -0.589
H -1.208 0.593 7.060
C 0.568 -3.754 -1.989
C -1.204 -2.265 5.382
H -2.989 -0.760 0.733
H -2.148 3.302 1.082
H 0.089 3.105 4.378
H 1.522 2.365 5.114
C -2.838 2.460 1.112
C 0.698 -2.586 -1.287
H -0.415 -2.418 0.409
H 4.038 1.650 2.142
H -1.258 -3.163 6.008
H 0.278 0.588 -2.964
H 1.630 3.936 4.329


(4)
DFT (ωB97M-V with the def2-TZVPD basis set) results for an isolated molecule of C4H3NO2.

- DFT total energy: -359.41247 Eh
- M: 97.1 g/mol
- Relative energy (zero: lowest compared OMol25 entry of this formula, charge and spin): 36.3 kcal/mol
- SMILES: N#CC(C=O)C=O
- Lowest unoccupied orbital energy: -0.397 eV
- HOMO-LUMO gap: 10.5 eV

CARTESIAN COORDINATES (ANGSTROEM)
H 0.808 0.498 1.878
C 0.957 -0.141 0.987
O -1.925 1.077 0.696
C 0.148 0.323 -0.238
H -1.830 -0.743 -0.196
N 0.685 -1.056 -2.395
H 0.354 1.389 -0.390
O 1.670 -1.105 0.988
C -1.346 0.205 0.105
C 0.479 -0.446 -1.435


Number 3 is which compound?
C25H39AsClMoN2O2Si3